Record 1
51
Properties=species:S:1:pos:R:3:forces:R:3:nbo_charge:R:1 method="wB97M-V/def2-TZVPD" mol_weight_g_mol=402.331 orbital_gap_ev=7.96 fmax_ha_per_bohr=0.1413 homo_ev=-8.0790 e_above_lowest_ev=2.287
O 0.533 -0.706 -0.420 -0.42 -1.59 -0.01 -0.83
H -0.284 -0.345 -0.069 -2.73 1.48 0.52 0.56
H 1.052 -0.163 -1.018 0.96 1.34 -1.29 0.54
H 1.072 -1.166 0.228 0.79 -0.95 0.70 0.54
C -2.556 0.523 1.202 1.07 2.60 -3.32 0.30
O -1.502 0.667 2.142 -0.88 -0.15 1.66 -0.56
O -1.923 0.463 -0.065 -0.61 -1.49 1.96 -0.95
C -3.664 -0.431 1.631 0.65 -4.41 -1.29 0.93
F -4.615 0.028 2.405 0.48 1.07 1.90 -0.31
F -4.461 -0.991 0.652 1.72 0.33 -0.30 -0.34
F -2.987 -1.527 2.233 -1.47 0.99 -0.15 -0.37
C -1.811 1.475 3.309 1.30 -0.47 0.26 -0.07
C -0.598 1.430 4.305 -0.73 0.71 -1.65 -0.62
H -0.716 2.313 4.934 0.01 -0.38 0.56 0.21
H -0.532 0.471 4.820 -0.18 0.27 0.18 0.21
H 0.336 1.598 3.769 0.06 -0.12 -0.15 0.20
H -2.664 1.179 3.920 -0.37 -0.54 -0.48 0.17
H -2.038 2.471 2.929 0.22 0.32 0.20 0.17
H -3.180 1.415 1.162 0.12 1.08 0.36 0.11
C -3.095 -2.228 -3.505 -1.47 -2.55 -1.05 0.74
O -3.719 -2.326 -4.522 -1.60 0.32 -2.75 -0.69
N -2.368 -1.267 -3.145 3.83 6.13 0.76 -0.80
N -3.055 -3.205 -2.647 -0.36 -4.20 2.91 -0.83
H -2.298 -0.485 -3.781 0.03 -0.04 0.40 0.40
H -1.833 -1.252 -2.289 -0.35 0.30 -0.14 0.40
H -2.514 -3.174 -1.794 -0.31 -0.09 -0.24 0.38
H -3.541 -4.056 -2.894 0.14 0.27 0.24 0.40
C 2.829 -2.758 1.467 3.91 -0.58 2.21 0.79
O 1.967 -2.360 0.801 -4.06 2.52 -4.32 -0.69
N 2.629 -3.487 2.502 -0.53 -3.10 4.33 -0.80
N 4.152 -2.516 1.344 1.92 1.84 -2.02 -0.85
H 1.714 -3.757 2.833 0.23 0.15 -0.21 0.42
H 3.438 -3.590 3.097 -0.74 -0.47 0.31 0.38
H 4.915 -2.800 1.942 -0.64 -0.17 0.05 0.40
H 4.379 -1.731 0.749 0.09 -0.25 -0.08 0.40
C 2.633 0.960 -2.878 -0.32 -1.57 -0.40 0.80
O 1.908 0.607 -1.956 -0.36 0.26 0.78 -0.75
N 3.219 0.079 -3.672 0.93 -1.30 -1.07 -0.82
N 2.860 2.200 -3.193 0.18 3.68 0.86 -0.82
H 2.862 -0.866 -3.682 0.39 0.21 -0.25 0.41
H 3.830 0.481 -4.369 -0.19 -0.89 -0.17 0.39
H 2.640 2.813 -2.421 -0.41 0.68 0.06 0.44
H 3.437 2.631 -3.900 -0.05 -0.84 -0.03 0.40
C 0.876 3.239 -0.453 -4.62 -2.03 0.02 0.79
O 1.692 3.808 -1.053 4.78 3.33 -2.87 -0.69
N 1.030 2.426 0.545 0.73 -1.95 3.13 -0.83
N -0.455 3.254 -0.786 -1.04 1.35 -1.21 -0.89
H 1.929 2.226 0.958 -0.42 0.12 -0.04 0.40
H 0.140 2.189 0.960 0.51 -0.70 0.71 0.42
H -0.640 3.824 -1.599 -0.05 -0.14 0.09 0.38
H -1.024 2.421 -0.727 -0.11 -0.42 0.33 0.43

---

Record 2
122
Properties=species:S:1:pos:R:3:forces:R:3:mulliken_charge:R:1 method="wB97M-V/def2-TZVPD" charge=-2 mol_weight_g_mol=1203.849 orbital_gap_ev=4.87 fmax_ha_per_bohr=0.0102 homo_ev=-1.6503
Rb -1.397 -1.085 -0.367 -0.21 0.43 0.20 0.26
C -0.722 1.430 2.779 -0.01 0.02 -0.03 1.09
C -1.178 2.729 2.107 0.01 0.01 0.04 -1.52
N -1.633 2.533 0.750 0.00 -0.09 -0.01 1.44
C -2.840 3.210 0.360 -0.02 0.01 0.01 -0.53
C -4.113 2.592 0.953 0.05 -0.01 0.00 -1.05
S -4.283 0.811 0.647 0.02 -0.01 0.03 0.05
C -4.137 0.082 2.301 0.00 0.00 0.01 0.18
C -2.963 0.514 3.174 0.01 0.02 0.01 -1.38
N -1.656 0.339 2.562 -0.08 -0.19 -0.06 1.27
H 0.238 1.146 2.342 0.01 0.00 -0.01 -1.40
H -0.542 1.640 3.849 0.02 0.00 0.00 0.24
H -1.997 3.169 2.687 0.01 0.01 -0.01 0.56
H -0.344 3.442 2.173 0.00 0.00 0.00 0.42
H -0.899 2.630 0.058 -0.01 0.03 0.00 -1.03
H -2.846 4.283 0.633 0.00 0.00 0.00 0.32
H -2.899 3.168 -0.727 0.00 0.00 -0.02 0.00
H -4.156 2.749 2.032 -0.01 0.00 0.00 0.46
H -4.983 3.097 0.527 0.01 0.00 0.00 0.67
H -5.067 0.249 2.854 0.00 0.00 0.00 0.56
H -4.058 -0.984 2.079 0.00 0.00 0.01 -0.73
H -3.082 1.564 3.455 0.00 -0.02 -0.01 0.41
H -3.047 -0.053 4.113 0.00 0.00 0.00 0.46
H -1.249 -0.541 2.855 -0.02 0.02 0.06 -0.26
C 2.983 -0.693 0.349 0.00 -0.01 0.00 -1.55
C 2.300 -0.984 1.693 0.01 0.04 0.01 -0.57
P 2.833 0.089 3.090 0.00 -0.03 0.00 -0.14
C 4.426 -0.749 3.496 -0.01 0.03 0.00 0.39
C 4.517 -1.955 4.189 0.01 -0.01 0.00 -0.40
C 5.749 -2.549 4.418 -0.01 -0.01 0.00 -0.68
C 6.912 -1.952 3.949 0.00 0.01 0.00 -0.47
C 6.835 -0.755 3.253 0.01 -0.01 0.00 -0.62
C 5.601 -0.156 3.037 0.00 0.01 0.01 -0.15
C 1.759 -0.557 4.435 -0.01 0.01 -0.01 0.61
C 0.832 -1.588 4.278 0.01 0.01 0.00 -0.29
C 0.012 -1.970 5.336 0.00 0.00 0.01 -0.59
C 0.114 -1.336 6.564 -0.01 0.00 0.00 -0.66
C 1.036 -0.310 6.734 0.00 0.01 0.00 -0.68
C 1.840 0.080 5.675 0.00 -0.01 0.01 -0.47
C 2.086 0.073 -0.625 0.09 -0.08 -0.06 -0.04
P 1.759 1.845 -0.177 0.00 0.02 -0.02 0.38
C 0.750 2.408 -1.541 -0.01 -0.03 0.01 -0.78
C 0.555 3.780 -1.652 0.00 0.01 -0.02 0.59
C 0.316 4.400 -2.879 0.00 0.01 0.00 -1.64
C 0.594 3.631 -4.046 -0.01 0.00 -0.01 -0.39
C 0.719 2.279 -3.995 0.00 0.02 0.02 -1.11
C 0.261 1.587 -2.728 0.01 0.00 -0.09 2.72
C 3.461 2.463 -0.582 -0.03 -0.01 -0.02 0.14
C 3.828 2.840 -1.872 -0.01 0.04 0.00 -0.34
C 5.115 3.288 -2.136 0.02 0.00 0.01 -0.76
C 6.053 3.374 -1.114 0.00 -0.01 -0.01 -0.46
C 5.692 3.021 0.179 -0.02 -0.01 0.00 -0.77
C 4.401 2.578 0.441 0.03 0.00 0.01 -0.07
H 3.219 -1.652 -0.115 0.03 -0.01 0.00 0.38
H 3.934 -0.165 0.486 0.00 -0.01 0.00 0.41
H 2.450 -2.029 1.969 -0.02 0.00 0.01 1.06
H 1.220 -0.856 1.582 0.01 0.00 0.01 0.16
H 3.616 -2.436 4.549 -0.01 0.00 0.00 0.33
H 5.801 -3.488 4.956 0.00 0.00 0.00 0.39
H 7.873 -2.421 4.122 0.00 0.00 0.00 0.35
H 7.735 -0.284 2.876 0.00 0.00 0.00 0.42
H 5.548 0.783 2.496 0.00 -0.02 0.01 0.20
H 0.731 -2.105 3.331 0.01 -0.02 -0.01 0.54
H -0.707 -2.764 5.186 0.02 0.00 0.00 0.52
H -0.528 -1.634 7.384 0.00 0.00 0.00 0.37
H 1.116 0.198 7.688 0.00 0.00 0.00 0.37
H 2.539 0.900 5.802 0.00 0.00 0.00 0.36
H 1.147 -0.485 -0.688 0.10 0.13 -0.05 -0.72
H 2.531 0.055 -1.626 -0.02 -0.02 0.00 1.06
H 0.725 4.403 -0.772 0.00 0.00 0.00 0.30
H 0.199 5.475 -2.941 0.00 0.00 0.00 0.38
H 0.801 4.149 -4.979 0.00 0.00 0.00 0.39
H 1.070 1.688 -4.833 0.00 0.01 0.00 0.40
H 0.636 0.565 -2.693 0.00 0.00 -0.01 -0.21
H 3.083 2.798 -2.664 0.01 -0.02 0.00 0.10
H 5.385 3.577 -3.145 0.00 0.00 0.00 0.43
H 7.057 3.727 -1.323 0.00 0.00 0.00 0.34
H 6.413 3.099 0.986 0.00 0.00 0.00 0.41
H 4.107 2.319 1.453 -0.01 0.03 0.00 0.59
Cl -2.953 -3.175 3.545 -0.01 0.00 0.00 -0.22
C -3.529 -3.831 1.994 0.02 0.02 -0.03 0.61
C -3.438 -3.029 0.881 -0.05 -0.07 0.00 -1.07
C -3.895 -3.614 -0.274 -0.01 -0.05 0.01 0.87
Cl -3.811 -2.666 -1.784 -0.15 -0.14 -0.12 -0.25
C -4.408 -4.905 -0.369 -0.01 0.00 0.03 -0.47
Cl -4.952 -5.579 -1.872 0.00 0.00 0.00 -0.22
C -4.484 -5.667 0.795 0.01 0.00 -0.01 0.61
Cl -5.126 -7.275 0.745 0.00 0.00 0.00 -0.24
C -4.038 -5.125 2.000 -0.01 0.00 0.02 -0.41
Cl -4.133 -6.075 3.450 0.00 0.00 0.00 -0.23
N 2.123 -4.584 -6.339 -0.02 0.01 0.00 -0.34
C 1.645 -3.354 -6.576 0.01 0.00 -0.02 0.17
S 1.850 -2.607 -8.034 0.00 0.00 0.01 -0.40
C 0.930 -2.740 -5.422 0.01 -0.01 0.03 0.87
C -0.112 -1.843 -5.624 -0.01 0.00 -0.01 -0.64
C -0.786 -1.349 -4.519 -0.01 -0.01 -0.01 -0.61
N -0.488 -1.687 -3.265 0.03 0.03 0.01 0.23
C 0.532 -2.522 -3.070 0.00 -0.01 0.08 -0.20
C 1.267 -3.066 -4.113 -0.01 -0.02 -0.04 -1.00
H 2.618 -5.058 -7.074 0.00 0.00 0.00 0.21
H 1.910 -5.069 -5.484 0.01 0.00 0.01 0.21
H -0.388 -1.546 -6.626 0.00 0.00 0.00 0.41
H -1.600 -0.642 -4.640 0.00 0.00 0.00 0.42
H 0.789 -2.781 -2.045 -0.01 0.01 -0.01 0.13
H 2.103 -3.708 -3.869 0.00 0.00 0.02 0.55
O 2.068 -3.948 -0.584 0.02 -0.03 0.01 -0.50
N 1.336 -3.811 0.408 0.01 0.00 -0.01 0.14
O 0.418 -2.960 0.287 0.11 -0.07 0.00 -0.56
N -9.079 2.849 -3.560 0.00 0.00 -0.01 -0.60
C -7.958 2.627 -3.426 0.00 0.00 0.01 0.03
C -6.555 2.366 -3.265 0.01 0.00 -0.01 0.58
C -6.114 1.114 -2.839 -0.02 0.00 -0.01 -0.84
C -4.762 0.872 -2.689 0.01 0.00 0.01 0.09
C -3.826 1.874 -2.959 -0.01 0.11 0.03 -0.60
C -4.281 3.132 -3.380 0.01 0.00 0.01 -0.21
C -5.630 3.377 -3.533 -0.01 0.00 0.00 -0.75
C -2.423 1.665 -2.799 -0.05 -0.32 -0.10 -0.15
C -1.226 1.527 -2.743 0.18 0.23 0.11 -0.60
H -6.832 0.337 -2.615 0.00 0.00 0.00 0.47
H -4.424 -0.091 -2.334 0.00 -0.01 -0.01 0.48
H -3.550 3.906 -3.577 0.00 0.00 0.00 0.57
H -5.978 4.349 -3.858 0.00 0.00 0.00 0.44

---

Record 3
14
Properties=species:S:1:pos:R:3:forces:R:3:nbo_charge:R:1 method="wB97M-V/def2-TZVPD" mol_weight_g_mol=97.117 orbital_gap_ev=10.29 fmax_ha_per_bohr=0.0334 smiles="O=C1CC=CCN1" homo_ev=-9.5541 e_above_lowest_ev=1.725
O 1.293 2.263 -0.770 0.09 -1.31 0.39 -0.52
C 0.710 1.307 -0.327 1.23 -1.03 0.63 0.72
C 1.433 -0.098 0.226 -0.06 0.46 -0.85 -0.57
C 0.545 -1.275 -0.101 -0.29 0.19 -0.32 -0.19
C -0.767 -1.130 -0.245 0.11 -0.03 0.04 -0.21
C -1.497 0.163 -0.020 -0.08 -0.12 0.18 -0.26
N -0.691 1.400 -0.077 0.60 -0.36 0.48 -0.65
H 1.787 -0.277 1.282 -0.70 1.30 -0.63 0.24
H 2.361 -0.164 -0.338 0.03 0.01 -0.20 0.23
H 0.989 -2.265 -0.235 0.03 0.35 0.00 0.21
H -1.376 -1.974 -0.554 0.02 0.03 0.19 0.21
H -1.941 0.179 0.980 -0.21 -0.38 -0.06 0.20
H -2.348 0.208 -0.714 0.35 0.31 0.01 0.21
H -0.498 1.664 0.893 -1.11 0.57 0.16 0.37